61
Properties=species:S:1:pos:R:3:forces:R:3:nbo_charge:R:1 method="wB97M-V/def2-TZVPD" e_tot_ev=-35826.40087 orbital_gap_ev=7.6 largest_force_ev_per_a=2.40 homo_ev=-7.3
Be -1.110374 -4.155757 29.400030 0.64 -0.54 -0.85 1.579
C -3.598668 -1.942803 26.731637 -0.85 -0.54 0.66 -0.628
C -2.200649 -1.520613 27.152691 -0.33 0.23 1.17 -0.038
O -1.325076 -2.513701 27.597533 0.33 -1.26 0.51 -1.003
H -4.162131 -2.334395 27.585248 0.17 -0.09 0.22 0.192
H -3.670262 -2.746112 25.995592 0.40 0.22 -0.31 0.186
H -4.207811 -1.098090 26.401768 0.23 0.13 -0.27 0.200
H -2.335429 -0.777953 27.953582 -0.33 0.11 0.32 0.109
H -1.852738 -0.842976 26.361098 0.90 -0.60 -0.46 0.131
C -1.329180 -7.546049 33.028522 0.05 -0.29 -0.20 -0.626
C -0.664568 -6.256628 32.517915 -0.26 0.32 0.88 -0.019
O -0.950763 -5.823069 31.251985 -0.46 0.72 -1.60 -1.005
H -0.633833 -7.872499 33.805327 -0.25 -0.44 0.13 0.195
H -1.449944 -8.338132 32.286464 0.20 0.02 -0.10 0.191
H -2.297941 -7.379488 33.502907 -0.10 0.09 -0.17 0.186
H 0.396004 -6.403496 32.772465 0.50 0.11 -0.74 0.100
H -0.970176 -5.610675 33.360421 -0.04 0.95 -0.22 0.097
N -0.019641 -5.739513 27.768769 1.14 -0.04 0.88 -0.496
C 0.271581 -7.040851 28.055019 -2.17 1.01 -0.07 0.045
C 1.152345 -7.809304 27.346916 0.73 0.24 0.57 -0.263
C 2.011609 -7.158786 26.475807 -1.04 -0.82 -0.67 -0.148
C 1.680935 -5.867152 26.092931 1.22 -0.27 0.28 -0.266
C 0.717425 -5.172885 26.804212 -0.86 -0.13 -0.46 0.043
H -0.397086 -7.481596 28.783198 0.14 0.03 0.26 0.222
H 1.204770 -8.872763 27.531775 0.21 0.03 0.15 0.224
H 2.750721 -7.797697 26.010530 0.26 0.50 -0.35 0.217
H 2.241862 -5.416107 25.286338 -0.08 0.32 0.09 0.224
H 0.437812 -4.172668 26.495738 -0.05 0.17 0.31 0.239
N -1.338333 -1.966871 31.282839 -0.13 0.00 0.38 -0.466
C -1.271158 -2.364656 32.563836 -0.83 -0.14 -0.76 0.056
C -0.815767 -1.573250 33.609219 -0.42 -1.28 -0.70 -0.277
C -0.365979 -0.321759 33.277724 0.26 1.50 0.41 -0.153
C -0.572572 0.205304 32.006299 0.85 -1.59 -0.11 -0.274
C -1.042821 -0.691102 31.050971 -0.27 0.46 -0.60 0.049
H -1.734866 -3.333915 32.701585 0.54 -0.28 0.35 0.220
H -0.840599 -2.072988 34.566810 0.35 0.57 0.32 0.233
H 0.123488 0.329248 33.992039 -0.07 -0.15 0.27 0.214
H -0.096145 1.120664 31.687432 -0.49 0.33 0.15 0.225
H -1.241112 -0.338907 30.044921 0.25 -0.14 -0.18 0.203
N -3.043066 -5.657288 28.511638 -0.65 -0.61 0.64 -0.488
C -3.484074 -5.510822 27.264599 0.45 0.66 -0.72 0.047
C -4.461073 -6.291085 26.648864 -0.47 -0.47 1.17 -0.259
C -5.019302 -7.314135 27.408768 0.10 0.48 0.00 -0.153
C -4.551884 -7.536132 28.701387 -0.35 0.56 0.27 -0.273
C -3.622012 -6.659797 29.240982 1.46 0.53 -0.74 0.035
H -3.020001 -4.700148 26.715325 0.05 0.06 0.04 0.222
H -4.921058 -6.080383 25.694922 0.51 0.25 -0.20 0.225
H -5.873132 -7.846352 27.011830 0.13 -0.33 0.04 0.216
H -5.016004 -8.274593 29.339626 0.14 -0.15 -0.03 0.225
H -3.154893 -6.754436 30.213759 -0.34 -0.13 0.27 0.245
N 1.283633 -3.377475 29.644575 0.48 1.15 0.65 -0.504
C 2.352024 -3.839869 30.340612 -0.57 -0.73 0.12 0.060
C 3.530966 -3.136402 30.561859 -0.92 0.08 -0.71 -0.276
C 3.578832 -1.843157 30.082040 0.83 0.29 0.76 -0.145
C 2.486751 -1.253548 29.470976 0.89 -1.01 0.75 -0.267
C 1.396393 -2.083858 29.275847 -0.90 0.80 -0.50 0.049
H 2.221175 -4.804962 30.813808 -0.10 -0.23 -0.28 0.216
H 4.384023 -3.531802 31.091892 -0.21 -0.30 0.09 0.228
H 4.484076 -1.314240 30.356938 -0.07 0.45 -0.40 0.211
H 2.522858 -0.192794 29.274647 -0.41 -0.06 -0.40 0.227
H 0.540972 -1.584895 28.835002 -0.38 -0.74 -0.28 0.239

80
Properties=species:S:1:pos:R:3:forces:R:3:lowdin_charge:R:1 method="wB97M-V/def2-TZVPD" spin_multiplicity=6 e_tot_ev=-228022.73944 orbital_gap_ev="5.7 / 7.6" total_charge=-1 largest_force_ev_per_a=1.58 homo_ev="-4.1 / -6.0"
Mn -0.242168 0.130077 -2.247435 1.46 0.46 0.39 0.672
C 4.662689 -2.800626 -2.185634 -0.01 0.05 -0.03 -0.109
C 3.324237 -2.965161 -1.853100 -0.01 0.00 0.01 -0.091
C 2.431755 -1.921460 -2.015398 0.02 -0.07 0.05 -0.067
C 2.846418 -0.687930 -2.519848 -0.21 0.10 0.02 -0.266
C 4.198542 -0.520150 -2.838185 0.06 0.00 -0.06 -0.034
C 5.088188 -1.569618 -2.672879 -0.02 0.01 0.01 -0.101
N 1.888201 0.330319 -2.658027 0.18 -0.64 -0.09 -0.076
N 2.402649 1.485613 -3.012840 -0.27 0.23 0.06 0.040
C 1.506867 2.497629 -3.081744 0.23 0.06 -0.11 -0.358
C 2.013733 3.788308 -3.369007 0.02 0.09 0.00 -0.022
C 1.167424 4.859063 -3.392758 0.04 0.05 -0.04 -0.088
C -0.203645 4.662831 -3.152868 0.05 -0.03 0.00 -0.082
C -0.626434 3.378887 -2.916653 0.00 -0.03 -0.08 -0.149
N 0.181694 2.309917 -2.884634 0.04 -0.18 0.02 0.016
H 5.363481 -3.616061 -2.060207 0.01 0.01 0.01 0.091
H 2.972738 -3.909521 -1.453783 0.00 0.03 -0.01 0.102
H 1.401370 -2.052764 -1.716752 0.00 -0.01 0.02 0.073
H 4.527096 0.438589 -3.210846 0.02 -0.02 0.00 0.091
H 6.132558 -1.422010 -2.923327 -0.02 0.00 -0.01 0.094
H 3.077181 3.884772 -3.542910 -0.04 0.00 0.02 0.106
H 1.549840 5.851711 -3.598418 0.00 -0.01 0.01 0.099
H -0.909179 5.481863 -3.154141 0.01 -0.03 -0.01 0.093
H -1.680941 3.190019 -2.756992 0.00 0.01 0.02 0.094
F -2.525472 2.137324 2.299364 0.13 0.07 -0.13 0.086
C -1.507975 2.857824 2.799546 -0.13 -0.01 -0.04 -0.241
C -0.233483 2.322689 2.864633 0.03 -0.06 -0.07 -0.154
C 0.756007 3.162309 3.336808 0.07 0.00 0.11 -0.213
F 2.035817 2.759020 3.406381 -0.07 -0.09 -0.06 0.098
C 0.497977 4.453490 3.761872 0.07 0.07 0.05 -0.139
F 1.478974 5.233805 4.229219 -0.03 -0.04 -0.02 0.116
C -0.791299 4.940405 3.702381 -0.04 0.19 0.09 -0.133
F -1.058571 6.182837 4.116062 0.02 -0.08 -0.04 0.121
C -1.805881 4.138937 3.216414 -0.10 0.05 0.01 -0.138
F -3.053947 4.615992 3.150011 0.06 -0.03 -0.01 0.117
Ge 0.111703 0.591073 1.969899 -0.17 0.08 0.01 0.677
S 0.152756 1.260320 -0.067965 -0.07 -0.22 0.00 0.388
C 1.725135 -0.214195 2.764956 0.20 0.21 -0.10 -0.117
C 2.720924 -0.798783 2.002664 -0.03 -0.01 -0.10 -0.216
F 2.578463 -0.932079 0.685820 -0.01 0.05 0.05 0.094
C 3.895550 -1.276060 2.557997 0.05 -0.06 0.01 -0.136
F 4.835732 -1.843555 1.801324 -0.02 0.02 0.01 0.125
C 4.086401 -1.168805 3.921042 0.15 -0.07 0.07 -0.131
F 5.211381 -1.627353 4.475185 -0.06 0.03 -0.02 0.124
C 3.108112 -0.602360 4.717005 0.04 -0.04 0.09 -0.142
F 3.296844 -0.513911 6.038210 -0.01 0.00 -0.02 0.116
C 1.948256 -0.143696 4.128010 -0.02 -0.05 0.04 -0.229
F 1.020523 0.387995 4.941597 -0.07 0.05 -0.08 0.098
C -1.227024 -0.719647 2.557493 -0.12 -0.06 -0.11 -0.113
C -2.138174 -0.559075 3.586596 -0.03 0.01 -0.03 -0.210
F -2.190686 0.572508 4.305919 0.09 -0.12 0.08 0.094
C -3.028989 -1.555291 3.936484 -0.10 -0.06 0.06 -0.134
F -3.907657 -1.375930 4.930060 0.04 0.02 -0.04 0.115
C -3.003672 -2.760609 3.260709 -0.12 -0.15 0.07 -0.131
F -3.857275 -3.729359 3.598690 0.06 0.08 -0.02 0.129
C -2.087891 -2.970941 2.249894 0.01 -0.07 0.04 -0.162
F -2.048505 -4.144599 1.621634 0.01 0.06 -0.01 0.130
C -1.225418 -1.946709 1.915044 0.01 -0.03 0.12 -0.238
F -0.333648 -2.189287 0.943866 0.08 0.12 0.00 0.076
C -3.121111 1.380186 -1.479759 -0.06 -0.01 0.05 -0.033
C -2.057244 0.796023 -2.326187 -0.87 0.22 -0.05 -0.485
O -2.007124 0.594707 -3.506970 -0.33 0.04 -0.16 0.057
H -3.897340 1.832958 -2.096391 -0.03 -0.01 0.01 0.099
H -2.663331 2.093893 -0.794500 0.00 -0.01 -0.02 0.066
H -3.540874 0.583335 -0.859466 0.05 -0.02 0.00 0.078
F -0.323442 -4.107377 -1.092447 0.06 -0.07 0.00 0.141
C -0.659712 -4.209990 -2.372235 0.14 0.26 -0.13 -0.677
F -1.457317 -5.242969 -2.548674 -0.09 -0.14 0.02 0.160
F 0.444401 -4.392891 -3.099545 0.02 -0.13 0.05 0.138
S -1.450004 -2.622838 -2.963003 -0.29 0.15 0.11 0.640
O -0.301078 -1.832235 -3.399000 -0.45 0.15 0.45 -0.337
O -2.427375 -3.011993 -3.933098 0.23 0.00 0.01 -0.248
N -2.040522 -1.871392 -1.668248 -0.36 -0.62 -0.64 -0.291
S -3.460702 -2.454188 -1.130210 0.46 -0.11 0.14 0.617
O -3.504150 -3.886092 -1.152085 -0.04 0.19 0.02 -0.262
O -3.786712 -1.739446 0.066626 0.08 0.15 0.03 -0.270
C -4.805689 -1.920882 -2.334877 0.17 -0.07 0.12 -0.669
F -4.378413 -0.992605 -3.184513 0.00 0.10 -0.04 0.135
F -5.263077 -2.960610 -3.010255 -0.04 -0.03 -0.11 0.152
F -5.808431 -1.404139 -1.621625 -0.10 0.03 -0.04 0.131

73
Properties=species:S:1:pos:R:3:forces:R:3:lowdin_charge:R:1 method="wB97M-V/def2-TZVPD" e_tot_ev=-69258.29087 orbital_gap_ev=6.7 total_charge=+2 largest_force_ev_per_a=1.92 homo_ev=-12.5
Ir -0.316264 0.130017 0.261836 -1.12 -0.22 1.55 1.092
C -0.646367 3.205523 1.740623 0.09 0.00 -0.14 -0.193
P -1.576638 1.696833 1.406046 -0.08 -0.41 -0.38 0.813
C -3.181095 2.234970 0.770051 0.04 -0.12 -0.06 -0.181
C -1.943286 0.975454 3.033818 0.06 -0.10 -0.02 -0.358
C -2.333629 1.736839 4.132811 -0.01 -0.03 -0.10 -0.055
C -2.624731 1.107663 5.332446 -0.01 -0.06 0.05 -0.032
C -2.537441 -0.276438 5.442681 -0.02 0.07 0.04 -0.034
C -2.153531 -1.042348 4.354168 0.03 0.02 -0.08 -0.057
C -1.844994 -0.412447 3.151256 0.01 0.13 -0.06 -0.364
P -1.386858 -1.298650 1.644352 0.62 0.40 0.32 0.787
C -0.369244 -2.707149 2.129961 0.03 0.02 -0.10 -0.191
C -2.954347 -1.968623 1.050942 0.12 -0.01 -0.23 -0.183
H -1.305505 3.926717 2.224239 0.01 0.00 0.03 0.068
H -0.296912 3.623110 0.799049 -0.05 0.00 -0.01 0.049
H 0.205614 2.995621 2.382329 -0.04 -0.01 0.05 0.050
H -3.691015 2.796364 1.553738 -0.02 0.01 -0.01 0.069
H -3.789549 1.372303 0.498530 0.00 0.00 0.02 0.054
H -3.039307 2.867025 -0.103340 0.02 0.03 0.01 0.055
H -2.412020 2.814823 4.064056 0.00 0.00 -0.01 0.115
H -2.923921 1.697686 6.188087 0.00 0.00 0.01 0.124
H -2.770458 -0.757914 6.382676 0.00 0.01 0.00 0.124
H -2.094414 -2.119429 4.452310 0.02 0.00 0.00 0.115
H -0.945763 -3.425532 2.712809 -0.01 0.02 0.02 0.066
H 0.477849 -2.348829 2.713893 0.00 -0.01 0.00 0.054
H 0.015470 -3.203808 1.238348 -0.01 0.00 0.01 0.054
H -3.445169 -2.434266 1.906329 -0.01 -0.04 -0.02 0.073
H -2.800982 -2.713353 0.269447 0.00 0.00 0.01 0.059
H -3.580068 -1.168568 0.660419 -0.01 0.00 0.04 0.052
C 3.825569 -1.097776 2.866914 -0.02 0.04 0.02 -0.057
C 3.315401 0.350705 2.960472 0.06 -0.08 -0.03 -0.162
C 2.033736 0.478616 2.285951 -0.24 0.23 0.23 -0.081
N 1.026075 0.551383 1.746683 0.45 -0.20 -0.67 0.026
H 4.883480 -1.117764 3.116530 -0.01 -0.01 0.03 0.091
H 3.692817 -1.486938 1.858861 0.04 0.01 -0.01 0.067
H 3.295477 -1.740684 3.567434 -0.01 -0.01 -0.02 0.083
H 4.003182 1.046598 2.476570 -0.02 0.01 -0.02 0.137
H 3.191445 0.673822 3.995161 0.02 0.02 0.00 0.134
C -1.059452 3.724220 -3.292659 -0.01 -0.01 0.05 -0.065
C -0.127334 3.068167 -2.299667 0.04 0.00 0.04 -0.265
O -0.861920 2.418389 -1.234583 -0.02 0.15 -0.17 -0.209
H -0.486883 4.255545 -4.052537 0.00 -0.01 -0.01 0.089
H -1.720914 4.438681 -2.802298 0.01 0.01 0.00 0.083
H -1.671084 2.976222 -3.803829 0.00 0.01 -0.01 0.079
H 0.508663 3.803558 -1.807800 -0.01 0.01 0.01 0.121
H 0.510854 2.324875 -2.777984 0.02 0.03 0.01 0.095
H -1.532049 1.858474 -1.648884 0.14 -0.11 -0.07 0.052
O -1.808375 -0.308356 -1.090311 0.08 -0.07 -0.14 -0.337
N -1.688159 -1.296364 -2.012938 0.06 0.07 0.02 -0.141
C -0.789617 -2.290149 -1.911184 -0.22 0.15 -0.03 -0.025
C -0.743499 -3.276313 -2.873626 -0.01 0.00 0.00 0.009
C -1.624183 -3.236279 -3.942378 0.02 0.00 0.00 -0.006
C -2.543922 -2.200951 -4.014433 -0.03 0.02 -0.02 0.002
C -2.558299 -1.236101 -3.034208 0.04 0.01 0.02 0.024
H -0.128478 -2.253947 -1.062224 0.14 0.03 0.08 0.098
H -0.012599 -4.065864 -2.775488 0.01 0.01 0.01 0.132
H -1.594980 -3.998720 -4.708000 0.00 -0.01 0.00 0.131
H -3.252889 -2.128385 -4.826102 0.00 0.00 0.00 0.131
H -3.240506 -0.399741 -3.012536 0.03 0.01 0.01 0.151
I 7.116790 -0.579412 -4.849348 -0.01 0.00 0.00 0.940
C 5.364581 -0.550936 -3.731851 0.02 0.00 -0.01 -0.729
C 4.214295 0.017284 -4.268696 0.01 -0.01 0.01 -0.131
C 3.051339 0.040077 -3.519429 -0.01 -0.01 0.00 -0.010
C 3.032296 -0.501358 -2.236497 0.03 -0.02 0.04 -0.145
C 4.187601 -1.076372 -1.711812 -0.03 -0.01 -0.01 -0.014
C 5.354086 -1.102269 -2.454573 0.00 0.01 -0.01 -0.133
C 1.797951 -0.434554 -1.427653 -0.23 -0.08 -0.03 -0.595
O 1.767181 -0.899138 -0.241073 -0.49 -0.41 -0.26 -0.119
O 0.741895 0.085340 -1.887077 0.48 0.50 -0.01 -0.097
H 4.231324 0.442369 -5.262423 0.00 -0.01 0.00 0.100
H 2.149023 0.476368 -3.926452 0.01 0.02 0.02 0.115
H 4.163103 -1.510076 -0.721106 0.01 0.01 0.01 0.107
H 6.251562 -1.545836 -2.046808 0.00 -0.01 -0.01 0.099